No. 1
Below is C36H39ClOsP2 as an isolated structure in a non-equilibrium geometry, with properties calculated with the ωB97M-V functional and the def2-TZVPD basis.

Each line ends with the Mulliken charge.
CARTESIAN COORDINATES (ANGSTROEM)
Os 0.39 -0.98 0.16  2.31
C 2.90 0.01 2.00  -0.41
C 2.11 1.04 1.60  -0.22
C 2.58 2.10 0.60  -1.59
C 2.83 1.47 -0.78  -1.49
C 2.09 0.14 -1.00  2.05
C 2.43 -1.19 -0.63  -1.70
C 3.70 -1.61 0.10  -0.79
C 4.10 -0.49 1.22  -0.93
C -1.96 -0.75 -1.59  -1.73
H 2.98 -0.19 3.12  0.65
H 1.32 1.41 2.30  1.38
H 3.48 2.64 0.94  0.44
H 1.85 2.92 0.49  0.29
H 2.46 2.14 -1.57  0.37
H 3.91 1.49 -1.04  0.59
H 1.83 0.17 -2.07  -0.43
H 2.00 -2.01 -1.20  1.03
H 4.50 -1.87 -0.67  0.36
H 3.51 -2.58 0.65  0.23
H 4.85 -0.96 1.90  0.45
H 4.60 0.36 0.74  0.44
H -1.35 -1.52 -1.23  0.22
H -2.36 -1.09 -2.50  0.72
H -2.75 -0.43 -0.88  0.32
P -0.65 0.19 1.82  -0.36
P -0.76 0.54 -2.08  2.35
C -0.52 1.63 0.70  -0.31
C -0.45 1.72 -0.70  -0.78
C -1.99 0.91 2.93  0.50
C -1.75 2.09 3.68  -0.32
C -2.65 2.48 4.69  -0.74
C -3.83 1.73 4.89  -0.47
C -4.13 0.62 4.09  -0.72
C -3.23 0.24 3.09  -0.21
C 0.52 -0.92 3.24  1.90
C 1.46 -1.78 2.65  0.15
C 1.72 -3.09 3.12  -1.14
C 1.18 -3.40 4.37  -0.87
C 0.37 -2.47 5.07  -0.55
C -0.03 -1.22 4.50  -0.75
C -1.91 1.59 -3.07  0.47
C -2.98 2.18 -2.38  -0.60
C -4.01 2.74 -3.13  -0.80
C -3.93 2.62 -4.54  -0.37
C -2.89 1.92 -5.20  -0.81
C -1.88 1.37 -4.44  -0.20
C 0.27 -0.36 -3.33  -0.28
C 0.31 -1.76 -3.57  -1.36
C 1.28 -2.32 -4.41  -0.70
C 2.21 -1.47 -5.06  -0.60
C 2.21 -0.08 -4.84  -0.66
C 1.20 0.49 -4.03  0.08
H -0.60 2.59 1.26  0.54
H -0.41 2.70 -1.24  0.64
H -0.83 2.65 3.51  0.32
H -2.41 3.35 5.31  0.41
H -4.52 2.03 5.68  0.41
H -5.04 0.02 4.24  0.44
H -3.43 -0.62 2.45  0.07
H 1.76 -1.76 1.60  -0.66
H 2.18 -3.81 2.45  0.44
H 1.32 -4.42 4.79  0.39
H -0.07 -2.72 6.05  0.41
H -0.78 -0.54 5.01  0.38
H -3.07 2.14 -1.30  0.35
H -4.90 3.18 -2.64  0.40
H -4.77 2.99 -5.15  0.36
H -2.91 1.73 -6.30  0.40
H -1.15 0.68 -4.90  0.34
H -0.46 -2.43 -3.15  0.39
H 1.31 -3.41 -4.58  0.47
H 2.97 -1.88 -5.73  0.44
H 2.98 0.60 -5.25  0.42
H 1.21 1.58 -3.81  0.46
Cl -2.79 -2.16 0.89  -0.21
C -0.93 -2.53 0.59  -0.98
H -0.73 -2.98 1.56  0.41
H -1.10 -3.39 -0.08  0.55

Calculated values
Relative energy (zero: lowest compared OMol25 entry of this formula, charge and spin)   108.79 kcal/mol
Charge   +2
Lowest unoccupied orbital energy (spin up / spin down)   -6.7 / -7.9 eV
Frontier orbital gap (spin up / spin down)   0.21699 / 0.22255 hartree
HOMO level (spin up / spin down)   -12.63 / -13.98 eV
2S+1   5



No. 2
Below is C36H39CoN5P2S3 as an isolated structure, with properties calculated with the ωB97M-V functional and the def2-TZVPD basis.

Each line ends with the Mulliken charge.
CARTESIAN COORDINATES (ANGSTROEM)
Co 0.48 -1.39 -1.30  1.41
S -3.06 -0.79 -0.25  -0.54
P -1.59 -0.13 0.91  2.41
C 0.00 -0.12 0.31  -0.10
P 1.06 1.05 -0.24  1.33
S 1.58 0.49 -2.13  -0.81
C 2.63 1.18 0.69  0.21
C 3.72 1.82 0.12  -0.81
C 4.90 1.96 0.83  -0.76
C 5.01 1.46 2.12  -0.55
C 3.92 0.81 2.70  -0.70
C 2.74 0.68 1.98  0.13
C 0.56 2.81 -0.24  0.87
C 0.52 3.49 0.97  -0.33
C 0.12 4.82 1.01  -0.65
C -0.23 5.48 -0.16  -0.74
C -0.18 4.80 -1.37  -0.79
C 0.22 3.47 -1.41  -0.47
C -2.05 1.50 1.61  0.06
C -2.69 2.41 0.78  -0.28
C -3.04 3.67 1.25  -0.58
C -2.77 4.02 2.57  -0.67
C -2.14 3.11 3.40  -0.76
C -1.77 1.86 2.93  -0.33
C -1.63 -1.20 2.42  -0.13
C -0.46 -1.51 3.11  0.72
C -0.50 -2.28 4.26  -0.87
C -1.71 -2.76 4.74  -0.56
C -2.88 -2.46 4.05  -0.70
C -2.84 -1.69 2.90  -1.01
H 3.65 2.21 -0.89  0.39
H 5.75 2.46 0.37  0.42
H 5.93 1.57 2.67  0.39
H 3.99 0.42 3.70  0.44
H 1.88 0.19 2.42  0.26
H 0.79 2.99 1.89  0.35
H 0.08 5.34 1.96  0.45
H -0.54 6.51 -0.13  0.39
H -0.44 5.31 -2.29  0.44
H 0.28 2.95 -2.36  0.53
H -2.94 2.12 -0.24  0.34
H -3.54 4.37 0.59  0.43
H -3.06 4.99 2.94  0.41
H -1.93 3.37 4.44  0.38
H -1.29 1.15 3.59  0.39
H 0.47 -1.14 2.72  -0.47
H 0.42 -2.52 4.78  0.44
H -1.74 -3.37 5.63  0.37
H -3.83 -2.83 4.41  0.41
H -3.75 -1.47 2.35  0.44
N 1.92 -2.53 -2.83  -0.46
C 2.97 -3.37 -2.23  -0.70
C 3.47 -2.71 -0.95  -0.91
N 2.38 -2.29 -0.09  0.31
C 1.76 -3.29 0.76  -0.47
C 0.57 -3.98 0.10  -0.65
N -0.39 -2.97 -0.36  -0.40
H 2.30 -1.62 -3.05  0.20
H 1.59 -2.92 -3.71  0.25
H 2.55 -4.35 -2.02  0.31
H 3.82 -3.53 -2.90  0.47
H 4.16 -3.40 -0.45  0.36
H 4.04 -1.82 -1.21  0.37
H 2.61 -1.45 0.42  -0.13
H 2.48 -4.06 1.08  0.49
H 1.41 -2.80 1.67  -0.02
H 0.90 -4.56 -0.76  0.20
H 0.12 -4.68 0.81  0.54
H -1.16 -3.39 -0.88  0.36
H -0.84 -2.53 0.44  -0.56
N -0.98 -3.82 -3.18  -0.33
C -1.43 -2.57 -3.52  0.39
N -1.05 -1.48 -2.94  0.24
C -1.79 -0.40 -3.43  -1.86
C -1.75 0.90 -2.94  1.14
C -2.54 1.87 -3.52  -0.92
C -3.40 1.55 -4.57  -0.63
C -3.49 0.26 -5.05  -0.64
C -2.68 -0.70 -4.46  0.59
S -2.63 -2.42 -4.78  -0.35
H -0.12 -3.83 -2.65  -0.09
H -1.12 -4.57 -3.83  0.30
H -1.12 1.12 -2.09  0.18
H -2.52 2.88 -3.13  0.42
H -4.02 2.33 -5.01  0.39
H -4.17 0.00 -5.85  0.39

Calculated values
Relative energy (zero: lowest compared OMol25 entry of this formula, charge and spin)   16.29 kcal/mol
Lowest unoccupied orbital energy (spin up / spin down)   0.1 / 0.1 eV
Frontier orbital gap (spin up / spin down)   0.24961 / 0.25270 hartree
HOMO level (spin up / spin down)   -6.65 / -6.73 eV
2S+1   2



No. 3
Below is C36H39F2N7O3Zr as an isolated structure, with properties calculated with the ωB97M-V functional and the def2-TZVPD basis.

Each line ends with the Mulliken charge.
CARTESIAN COORDINATES (ANGSTROEM)
Zr -0.63 -0.05 0.34  -0.56
C -2.70 -2.53 -3.00  -1.62
C -1.28 -2.89 -2.57  0.49
C -0.30 -1.78 -2.94  -1.13
C -1.13 -3.34 -1.13  0.11
C -0.52 -4.57 -0.89  -1.22
C -0.33 -5.05 0.40  -1.44
C -0.75 -4.31 1.49  -0.66
C -1.37 -3.08 1.31  1.21
C -1.81 -2.25 2.50  0.77
C -0.60 -1.52 3.09  -0.83
C -2.48 -3.09 3.59  -1.73
C -1.55 -2.60 0.00  -0.21
N -2.13 -1.29 -0.17  1.73
C -3.53 -1.18 -0.21  -0.18
C -4.40 -2.24 0.03  -0.31
C -5.77 -2.04 -0.03  -1.03
C -6.29 -0.79 -0.31  -0.61
C -5.44 0.28 -0.55  -0.97
C -4.09 0.06 -0.49  0.40
F -3.21 1.09 -0.71  0.17
H -2.75 -2.50 -4.09  0.50
H -3.00 -1.55 -2.64  0.20
H -3.43 -3.26 -2.65  0.36
H -0.99 -3.77 -3.16  0.72
H -0.60 -0.82 -2.50  -0.05
H -0.29 -1.63 -4.02  0.52
H 0.72 -2.01 -2.62  0.37
H -0.20 -5.16 -1.73  0.47
H 0.15 -6.01 0.55  0.42
H -0.60 -4.70 2.49  0.39
H -2.55 -1.52 2.17  0.10
H 0.14 -2.23 3.46  0.34
H -0.88 -0.83 3.89  0.45
H 0.01 -0.92 2.38  0.27
H -1.78 -3.77 4.07  0.36
H -3.30 -3.67 3.18  0.38
H -2.88 -2.43 4.37  0.46
H -4.00 -3.23 0.23  0.56
H -6.43 -2.87 0.16  0.45
H -7.36 -0.64 -0.35  0.43
H -5.81 1.27 -0.77  0.50
C -1.32 7.63 -0.72  -1.04
C 0.00 6.88 -0.62  -1.05
N -0.16 5.43 -0.83  0.17
C -0.22 4.64 0.25  0.02
C -0.36 3.29 0.15  0.22
C -0.30 2.24 1.22  -0.22
O 0.79 1.71 1.49  -0.39
O -1.40 1.59 1.45  -0.61
C -0.40 2.67 -1.11  1.57
O -0.39 1.38 -1.21  -0.26
C -0.42 3.51 -2.26  1.14
C -0.48 2.96 -3.54  -0.40
C -0.37 3.76 -4.63  0.39
F -0.38 3.20 -5.85  -0.33
C -0.21 5.16 -4.52  -1.80
C -0.18 5.70 -3.25  -0.44
C -0.26 4.90 -2.10  -0.40
N -0.07 6.01 -5.63  0.23
C -0.48 5.59 -6.97  -0.69
C -0.45 6.81 -7.90  -0.79
N -0.66 8.05 -7.08  -0.14
C 0.51 8.30 -6.16  -0.73
C 1.04 6.95 -5.68  -0.71
H -1.15 8.69 -0.57  0.39
H -2.02 7.28 0.04  0.37
H -1.79 7.49 -1.70  0.31
H 0.44 7.01 0.37  0.48
H 0.75 7.24 -1.32  0.49
H -0.13 5.13 1.21  0.55
H -0.56 1.88 -3.67  0.55
H -0.11 6.78 -3.15  0.85
H -1.49 5.18 -6.92  0.52
H 0.17 4.83 -7.41  0.41
H -1.22 6.76 -8.66  0.40
H 0.51 6.93 -8.39  0.37
H -1.50 7.92 -6.50  0.38
H -0.82 8.86 -7.68  0.35
H 0.15 8.91 -5.34  0.43
H 1.26 8.86 -6.72  0.38
H 1.50 7.05 -4.70  0.52
H 1.82 6.58 -6.36  0.32
N 2.57 2.94 -1.57  -0.48
C 2.80 1.85 -1.27  0.56
N 3.06 0.59 -0.94  -0.75
C 2.16 -0.12 -0.42  0.81
N 1.34 -0.84 0.04  -0.49

Calculated values
Relative energy (zero: lowest compared OMol25 entry of this formula, charge and spin)   2.75 kcal/mol
Charge   +2
Lowest unoccupied orbital energy   -5.5 eV
Frontier orbital gap   0.25270 hartree
HOMO level   -12.42 eV



No. 4
Below is C36H39F6I2IrN5O7PS3 as an isolated structure, with properties calculated with the ωB97M-V functional and the def2-TZVPD basis.

Each line ends with the Mulliken charge.
CARTESIAN COORDINATES (ANGSTROEM)
Ir 0.01 -0.55 0.02  2.73
I 1.48 3.08 -4.00  0.17
C -0.14 3.06 -2.76  -0.40
C -1.07 4.09 -2.81  -0.35
C -2.19 4.11 -2.00  0.03
I -3.48 5.70 -2.18  0.17
C -2.45 3.04 -1.07  1.13
C -3.58 2.95 -0.25  -1.13
C -3.73 1.87 0.58  -1.59
C -2.74 0.89 0.59  -0.26
N -1.66 0.96 -0.16  0.49
C -1.52 2.00 -0.99  -0.36
C -0.32 1.97 -1.83  0.02
O 0.49 1.04 -1.71  0.25
H -0.91 4.90 -3.51  0.43
H -4.33 3.74 -0.28  0.23
H -4.60 1.77 1.22  0.58
H -2.82 0.02 1.22  0.28
F 2.66 0.67 5.54  -0.21
C 1.86 0.15 4.63  0.60
F 1.85 -1.18 4.75  -0.22
F 0.61 0.60 4.88  -0.23
S 2.42 0.61 2.93  1.00
O 1.73 -0.34 2.07  -0.59
O 3.84 0.52 3.02  -0.68
N 1.96 2.09 2.72  -0.67
S 0.60 2.48 2.05  1.23
O -0.53 1.64 2.42  -0.82
O 0.72 2.79 0.65  -0.56
C 0.26 4.10 2.89  0.33
F 1.37 4.77 3.15  -0.19
F -0.40 3.88 4.02  -0.22
F -0.51 4.83 2.08  -0.19
N -2.02 -0.24 3.69  0.38
C -2.01 -1.46 3.18  -0.02
S -0.72 -1.93 2.11  0.08
N -2.93 -2.36 3.50  0.13
C -3.99 -2.20 4.45  0.25
C -3.75 -1.70 5.72  -0.18
C -4.81 -1.58 6.61  -0.68
C -6.08 -1.98 6.25  -0.50
C -6.30 -2.52 4.98  -0.56
C -5.26 -2.62 4.08  -0.64
H -1.33 0.44 3.39  -0.13
H -2.71 0.02 4.38  0.42
H -2.94 -3.19 2.91  0.28
H -2.74 -1.44 6.04  0.61
H -4.62 -1.18 7.60  0.40
H -6.90 -1.89 6.95  0.40
H -7.29 -2.85 4.70  0.39
H -5.42 -3.04 3.09  0.48
O -2.39 -0.47 -2.62  -0.59
C -2.61 -1.46 -1.97  -0.24
C -3.70 -2.47 -2.26  -0.72
C -3.63 -3.44 -1.09  -0.66
C -2.52 -2.84 -0.24  -0.18
O -2.28 -3.31 0.90  -0.75
N -1.90 -1.82 -0.81  0.78
H -3.51 -2.93 -3.23  0.28
H -4.65 -1.95 -2.34  0.31
H -3.34 -4.45 -1.36  0.30
H -4.54 -3.51 -0.50  0.28
C 2.58 -3.32 1.09  -1.53
C 2.07 -3.56 -0.33  2.45
C 3.00 -4.57 -1.02  -1.93
C 0.69 -4.23 -0.28  -1.99
P 1.81 -1.90 -1.17  0.17
C 1.30 -2.30 -2.88  0.49
C 2.08 -3.09 -3.73  -0.83
C 1.69 -3.31 -5.04  -0.94
C 0.51 -2.74 -5.53  -0.91
C -0.24 -1.93 -4.71  -0.70
C 0.16 -1.70 -3.40  1.23
C 3.42 -0.94 -1.41  2.69
C 4.68 -1.80 -1.44  -1.98
C 3.57 0.09 -0.29  -1.91
C 3.32 -0.19 -2.75  -1.87
H 2.69 -4.28 1.59  0.61
H 1.90 -2.70 1.68  0.14
H 3.56 -2.82 1.10  0.18
H 3.07 -5.44 -0.37  0.58
H 4.00 -4.20 -1.19  0.30
H 2.58 -4.92 -1.97  0.42
H 0.79 -5.19 0.24  0.64
H 0.30 -4.43 -1.28  0.27
H -0.04 -3.64 0.26  0.30
H 3.01 -3.51 -3.40  0.34
H 2.30 -3.92 -5.69  0.47
H 0.21 -2.92 -6.55  0.41
H -1.14 -1.45 -5.08  0.60
H -0.41 -1.02 -2.78  -0.81
H 4.84 -2.34 -0.50  0.40
H 5.53 -1.13 -1.57  0.53
H 4.69 -2.51 -2.26  0.33
H 3.77 -0.39 0.67  0.24
H 2.71 0.75 -0.20  0.16
H 4.44 0.72 -0.52  0.65
H 3.43 -0.85 -3.61  0.33
H 4.14 0.54 -2.78  0.66
H 2.39 0.36 -2.85  -0.11

Calculated values
Relative energy (zero: lowest compared OMol25 entry of this formula, charge and spin)   0.00 kcal/mol
Charge   +1
Lowest unoccupied orbital energy (spin up / spin down)   -3.2 / -5.1 eV
Frontier orbital gap (spin up / spin down)   0.26556 / 0.23636 hartree
HOMO level (spin up / spin down)   -10.40 / -11.53 eV
2S+1   6



No. 5
Below is C36H39N3P2STa as an isolated structure, with properties calculated with the ωB97M-V functional and the def2-TZVPD basis.

Each line ends with the Mulliken charge.
CARTESIAN COORDINATES (ANGSTROEM)
Ta -0.20 -0.31 -0.50  -0.28
C -0.30 -0.97 3.06  -0.57
C -1.38 -1.83 2.38  -1.20
P -2.32 -1.00 1.03  1.51
C -3.23 -2.28 0.17  0.41
C -3.12 -2.44 -1.21  0.14
C -3.83 -3.43 -1.87  -0.89
C -4.66 -4.27 -1.15  -0.55
C -4.79 -4.11 0.23  -0.79
C -4.09 -3.12 0.89  -0.52
C -3.53 0.09 1.79  1.01
C -4.57 0.57 0.98  -0.87
C -5.54 1.38 1.54  -0.68
C -5.48 1.72 2.89  -0.56
C -4.44 1.25 3.68  -0.87
C -3.46 0.44 3.13  -0.29
C 1.16 -1.25 2.62  -0.95
P 1.68 -0.17 1.23  0.82
C 3.26 -0.69 0.60  0.96
C 3.80 -1.95 0.88  -0.48
C 5.03 -2.30 0.36  -0.78
C 5.73 -1.40 -0.44  -0.60
C 5.20 -0.14 -0.72  -0.69
C 3.96 0.21 -0.21  -1.19
C 1.79 1.48 1.90  0.85
C 0.66 2.30 1.90  -0.28
C 0.70 3.53 2.53  -1.04
C 1.87 3.95 3.15  -0.70
C 3.00 3.14 3.14  -0.82
C 2.97 1.90 2.52  -0.54
H -0.35 -1.11 4.13  0.53
H -0.52 0.10 2.91  0.02
H -2.13 -2.14 3.12  0.65
H -0.98 -2.76 1.96  0.63
H -2.51 -1.75 -1.80  0.32
H -3.76 -3.53 -2.95  0.46
H -5.22 -5.05 -1.65  0.43
H -5.46 -4.76 0.79  0.46
H -4.23 -2.98 1.95  0.38
H -4.63 0.29 -0.06  0.37
H -6.36 1.74 0.93  0.45
H -6.25 2.34 3.32  0.44
H -4.40 1.51 4.73  0.47
H -2.66 0.08 3.77  0.26
H 1.31 -2.30 2.37  0.47
H 1.83 -1.01 3.45  0.58
H 3.28 -2.65 1.53  0.37
H 5.47 -3.26 0.60  0.50
H 6.69 -1.67 -0.84  0.46
H 5.75 0.56 -1.33  0.48
H 3.55 1.20 -0.41  0.66
H -0.26 1.99 1.41  0.31
H -0.18 4.17 2.54  0.55
H 1.91 4.91 3.64  0.45
H 3.91 3.47 3.62  0.48
H 3.85 1.27 2.53  0.50
N 1.19 -4.06 -3.11  -0.39
C 0.58 -2.92 -2.84  0.97
N -0.02 -2.24 -3.80  -0.31
S 0.60 -2.43 -1.16  -0.33
H 1.21 -4.46 -4.04  0.24
H 1.65 -4.58 -2.37  0.21
H -0.01 -2.56 -4.76  0.22
H -0.47 -1.37 -3.61  0.16
C -0.68 3.52 -1.21  -1.31
C 0.40 3.22 -2.20  0.70
C 0.90 4.24 -3.00  -0.89
C 1.90 4.00 -3.93  -0.87
C 2.41 2.72 -4.09  -0.96
C 1.95 1.67 -3.33  0.68
C 2.49 0.28 -3.54  -0.68
C 0.96 1.94 -2.37  0.91
N 0.53 0.91 -1.54  0.65
H -1.33 4.31 -1.58  0.56
H -0.26 3.86 -0.26  0.20
H -1.31 2.65 -1.00  0.09
H 0.49 5.24 -2.90  0.50
H 2.27 4.81 -4.54  0.44
H 3.18 2.54 -4.84  0.47
H 3.21 0.27 -4.35  0.50
H 1.68 -0.41 -3.79  -0.08
H 2.98 -0.11 -2.64  0.06

Calculated values
Charge   +3
Lowest unoccupied orbital energy   -10.4 eV
Frontier orbital gap   0.20789 hartree
HOMO level   -16.08 eV



Here are the calculated calculated total energy numbers, same order: -71505.07519; -134128.83252; -61243.32578; -136880.64412; -73376.24943 (eV).